Record 1
61
Properties=species:S:1:pos:R:3:forces:R:3 method="wB97M-V/def2-TZVPD" homo_energy_ha="-0.12728 / -0.12693" homo_lumo_gap_ev="6.65 / 6.64" multiplicity=5 charge=-2
Mn 1.36788 0.71222 2.35354 -0.056 0.018 -0.093
S 1.71283 1.63622 4.48171 0.002 -0.006 0.005
S 2.83998 4.83387 -1.34114 -0.001 -0.013 0.004
S -2.07464 -2.06445 3.68514 0.011 0.014 0.001
S 3.57527 0.19096 2.98364 -0.005 -0.024 0.010
S -3.16012 0.89018 2.87635 0.005 0.003 0.002
S 4.47191 1.32411 5.61906 0.000 -0.010 0.014
O 1.58082 2.40636 1.08030 0.071 0.004 0.103
O 2.00083 5.17111 -2.46618 -0.004 -0.005 0.006
O 3.81252 5.82282 -0.94704 0.004 0.004 0.007
O -3.32467 -1.58219 4.24416 -0.002 -0.001 -0.004
O 1.23966 -2.50515 -0.24929 0.015 0.007 -0.011
O -2.85116 -1.24025 -4.78623 0.041 -0.026 0.035
O 1.32923 -0.57705 0.86916 -0.032 -0.063 0.083
O -1.60907 -2.87990 -4.17056 -0.029 0.044 0.013
O -1.35986 -3.08271 4.40468 0.001 0.002 -0.001
N -0.64968 1.19948 2.45819 0.030 0.049 0.018
N 1.95976 4.32340 -0.08274 0.000 0.008 -0.015
N -1.05725 -0.87447 3.36795 -0.013 -0.044 0.009
N -3.32667 -4.14397 -1.75512 0.005 0.032 -0.010
N -2.02323 -1.73852 -4.04292 -0.034 -0.047 -0.036
C -1.25919 2.36873 2.06132 -0.013 0.000 0.013
C -1.50328 -0.92782 -2.93725 0.007 0.017 0.016
C 3.65388 3.28644 -1.65868 -0.010 0.008 0.005
C -1.75946 -3.79886 0.06624 0.001 -0.001 0.008
C -1.47586 -3.33147 1.33460 0.000 -0.007 -0.016
C 4.57399 2.93804 -2.62439 0.000 0.000 -0.008
C 3.18018 2.38547 -0.72754 0.027 0.004 0.000
C -0.51518 0.59844 -0.89143 0.004 -0.006 0.004
C -2.47190 -2.72108 2.08829 -0.021 0.035 0.003
C -0.59023 -1.49104 -2.06629 -0.006 0.005 -0.012
C 5.01898 1.62030 -2.63376 -0.003 0.002 0.001
C -3.74603 -2.57290 1.56444 -0.001 -0.009 0.008
C 0.89845 -1.34573 -0.05810 0.041 0.020 -0.041
C -3.03871 -3.65079 -0.47455 0.004 -0.003 0.001
C -1.94797 0.38160 -2.80970 0.005 -0.005 -0.013
C -2.59678 2.38315 2.19097 -0.002 -0.010 -0.011
C -1.50528 0.29211 2.93076 0.016 -0.012 -0.019
C 2.17706 3.04714 0.18459 -0.091 -0.022 -0.065
C -0.09844 -0.71965 -1.02282 -0.005 0.020 0.026
C 3.34567 1.07040 4.45580 0.005 0.030 -0.036
C 4.54388 0.70068 -1.70284 0.000 0.000 -0.005
C 3.61614 1.07199 -0.73610 0.014 -0.005 0.019
C -4.02932 -3.03874 0.28948 -0.003 -0.005 0.001
C -1.43782 1.14533 -1.77712 -0.001 0.005 0.000
H -0.63542 3.16146 1.67535 0.003 0.002 0.002
H -0.47225 -3.41829 1.73054 0.001 0.000 0.002
H -0.97043 -4.25264 -0.52129 0.004 0.004 -0.002
H 4.89832 -0.32190 -1.73155 -0.001 -0.002 0.000
H 4.92985 3.66179 -3.34599 0.002 -0.001 -0.001
H -4.11260 -3.68644 -2.19226 -0.003 -0.003 0.001
H -2.53305 -4.14107 -2.38014 0.017 -0.013 -0.005
H -0.24389 -2.50644 -2.18084 -0.002 -0.007 -0.002
H -5.02489 -2.91668 -0.12396 0.000 0.001 -0.002
H 5.74076 1.30339 -3.37690 0.001 0.001 -0.001
H -3.27319 3.18254 1.94015 -0.002 0.000 -0.001
H -2.66385 0.77714 -3.51414 0.000 0.000 0.000
H -0.10546 1.20112 -0.09395 -0.004 -0.001 -0.003
H 3.23612 0.35739 -0.01893 0.007 0.008 -0.008
H -4.50638 -2.08905 2.16220 0.000 0.006 -0.001
H -1.75079 2.17389 -1.65688 0.000 0.000 0.000



Record 2
24
Properties=species:S:1:pos:R:3:forces:R:3 method="wB97M-V/def2-TZVPD" homo_energy_ha="-0.35880 / -0.49993" homo_lumo_gap_ev="6.94 / 6.72" multiplicity=3 charge=+1
F 2.65195 2.39322 0.85112 -1.145 -1.322 -0.056
O 0.39706 -2.00103 -0.92924 -1.643 1.002 2.879
N 2.18752 -0.68975 -0.77569 -0.848 -2.455 -1.197
N 0.36970 -0.32604 0.67954 -1.879 -0.638 1.548
N 4.08171 0.58253 -0.63156 -0.064 -2.505 -2.346
N -1.39598 -2.19614 1.01143 0.060 -1.053 -1.820
C -2.48925 0.66846 -0.45141 0.061 0.744 1.183
C -1.13270 -0.80681 1.18141 1.796 -0.275 2.812
C 2.81536 0.36207 -0.35424 -2.219 3.024 3.011
C 0.97381 -0.97300 -0.32195 1.492 -1.819 -2.429
C 0.91061 0.86412 1.16757 -5.824 -2.345 3.149
C -3.17395 1.45414 -1.40265 -1.241 2.711 -1.190
C 2.01916 1.23417 0.50024 7.839 3.050 -3.378
C -1.96034 0.04563 0.41654 -0.308 -0.096 0.182
H 0.27811 1.45349 1.82044 0.315 0.134 -0.279
H -0.43467 -2.25246 -0.25161 1.898 -0.078 -1.476
H -1.53036 -2.91898 1.70859 0.925 0.836 0.937
H -2.48977 2.27453 -1.91444 -1.439 -1.890 0.956
H -4.16310 1.98331 -1.03072 2.170 -1.100 -0.410
H -1.07260 -0.73634 2.31743 0.032 1.092 -1.448
H -2.14316 -2.40758 0.38625 -0.718 0.494 -0.820
H -3.49172 0.67363 -2.07755 -0.313 0.352 -1.122
H 4.49648 1.49035 -0.51739 0.347 -0.050 -0.179
H 4.29611 -0.17152 -1.38213 0.706 2.189 1.492